Entry 1:
Formula: C14H16AgINO3
Source: the OMol25 dataset
Level of theory: ωB97M-V/def2-TZVPD

```
36
Properties=species:S:1:pos:R:3:lowdin_charge:R:1
H -2.7676 -1.0148 -0.4538 0.05
H 0.8152 1.2285 -2.8816 0.12
H 4.5254 -2.0444 0.8950 0.15
H -1.2734 -0.1504 -2.6562 0.14
C 0.7027 2.3988 -0.9882 -0.24
C -0.3978 -0.0008 0.8342 -0.12
C 1.8463 -1.9076 -0.2207 -0.08
I -4.9025 0.8022 -0.9272 0.73
H -2.7256 -0.6429 2.2927 0.12
O 1.3283 3.6849 -1.3099 -0.08
C -2.9578 0.1881 1.5244 -0.28
C -1.0073 0.5539 -1.8033 -0.15
C -1.5797 0.9823 1.2950 -0.18
H -0.0490 2.6456 -0.1469 0.13
C -0.0044 1.7450 -2.2643 -0.12
H -1.9331 1.0541 -1.3730 0.05
H -1.7815 1.8276 0.5531 0.10
C 2.7451 -2.5390 1.9706 -0.32
O 3.3075 -3.6325 -1.3448 0.14
H 1.1370 -1.3841 -2.3592 0.14
C -0.1374 -0.2289 -0.6864 -0.15
N 3.7898 -2.7758 0.9258 0.10
C -3.5479 -0.5213 0.2146 -0.61
H 0.4118 -0.6199 3.0023 0.13
H 1.4511 4.0901 -0.4155 0.11
C 0.9576 -1.1895 -1.2560 0.05
Ag 2.3948 0.5065 0.3243 0.83
O 2.8128 -3.0227 3.1072 0.13
C 3.0766 -2.9123 -0.3666 -0.32
C 0.5118 -0.7445 1.8795 0.06
H -0.5868 2.5071 -2.9017 0.15
C 1.6094 -1.6508 1.2931 -0.10
H 1.5462 1.7274 -0.5580 0.02
H -4.2305 -1.3764 0.5786 0.06
H -3.7477 0.9124 1.9262 0.11
H -1.3395 1.5042 2.2968 0.13
```

Summary:
Max |F| (eV/Å): 4.64
E_tot (eV): -34496.77109
Total charge: +1


Entry 2:
Formula: C14H16BeBr4Cl2FLiNa2O6PS
Source: the OMol25 dataset
Level of theory: ωB97M-V/def2-TZVPD

```
49
Properties=species:S:1:pos:R:3:lowdin_charge:R:1
C 1.6427 0.7463 0.5552 -0.21
O 1.7749 3.6867 2.5944 0.08
Br 0.8053 -0.5581 -2.9764 -0.19
H -1.5254 -5.4901 -0.7147 0.07
H 5.3360 0.0423 1.6595 0.12
C 0.0457 2.5765 -0.2918 -0.25
H 0.2454 -5.5404 -0.9225 -0.01
O 1.3239 4.2541 -2.5380 -0.29
C 0.7229 3.4919 0.4095 0.03
C 0.2007 1.0794 0.0792 -0.51
H -0.6875 -4.2251 -1.6656 0.09
Cl 1.3124 0.3608 4.5750 -0.16
O 1.1477 1.8158 -3.1530 -0.46
H -1.8958 -2.4181 -0.4012 0.08
C 3.7227 1.4767 1.6987 0.01
Br -4.2719 -0.3444 1.0383 0.73
C 1.6555 3.0651 1.5772 -0.43
C 3.5600 -0.7640 0.6735 -0.07
H 4.3015 2.2544 2.2274 0.10
H -1.5172 3.7432 -1.3057 0.11
H 0.0782 4.4371 -4.5862 0.04
Br -5.5181 -2.8500 2.5826 0.64
C -5.7701 -1.5281 1.1644 -1.57
H 0.6281 4.5432 0.0981 0.13
O -0.6998 0.2826 0.0116 -0.06
H -1.9445 -2.2474 1.3705 0.04
H -2.7677 -3.6262 0.5968 0.04
C -1.9038 -2.9592 0.5473 -0.26
S -0.3939 -3.9171 0.7176 0.79
C 4.2967 0.2091 1.3601 -0.04
O -0.4498 3.6831 -4.2782 -0.23
Na -7.6684 -4.2015 3.0471 0.64
H -6.6288 -0.9299 1.4439 -0.02
Br -6.1911 -2.3683 -0.5198 0.62
Cl -0.3185 1.6393 2.4778 0.14
Li 0.9196 -6.4101 0.3415 0.86
H -1.4276 1.9849 -1.7538 0.09
C 2.3988 1.7324 1.2921 -0.13
H 1.5749 -1.2236 -0.3054 0.02
C 2.2060 -0.5170 0.2422 -0.13
P 0.3431 3.1970 -2.8751 0.54
H 2.0742 1.9065 -2.8658 0.08
C -0.6198 -4.8854 -0.7988 -0.28
Na -1.5763 4.7471 -5.8816 0.87
Be 1.5181 -0.6048 2.4592 0.59
H 4.0287 -1.7288 0.4476 0.11
C -0.8423 2.8923 -1.4931 -0.15
O 0.7463 -3.0121 0.4908 -0.52
F 6.0083 2.5020 1.5476 -0.71
```

Summary:
Max |F| (eV/Å): 4.23
E_tot (eV): -364545.55650
Total charge: +1


Entry 3:
Formula: C14H16BiClN
Source: the OMol25 dataset
Level of theory: ωB97M-V/def2-TZVPD

```
33
Properties=species:S:1:pos:R:3:lowdin_charge:R:1
H -1.2359 1.8950 0.6631 0.01
H -0.3215 3.9328 -1.6484 0.07
H -2.0025 1.7533 -1.5257 0.08
N 0.5735 -1.6483 -0.2791 0.00
C -0.0939 2.9138 -1.9492 -0.48
C 1.0667 2.5407 -2.8139 -0.36
H -0.2762 -3.9782 -2.4224 0.01
H -0.0356 -3.5038 0.0414 0.08
H 1.3334 -1.1921 -0.7922 0.05
Bi 1.3023 2.0710 -0.3023 1.07
H -0.1795 2.7732 1.8355 0.02
C -0.0148 -1.7811 3.6412 -0.11
C -1.1380 -1.5620 2.8035 -0.12
H -0.3928 -1.1636 -0.1745 0.12
C -0.5372 0.8885 -2.9949 -0.21
H -1.0727 -0.0054 -3.3354 0.07
H -1.8422 -2.3837 2.6581 0.09
C -0.3387 1.8377 1.2701 -0.45
C -1.0216 1.7926 -2.0249 -0.23
C 0.1147 -2.7929 -0.7422 -0.35
C -0.0051 -2.9802 -2.1252 0.00
C -0.2613 0.6140 2.1344 -0.36
Cl 2.3668 1.2380 2.6087 0.54
H 1.7638 -0.8451 4.4579 0.09
C -1.3202 -0.3527 2.1468 -0.08
C 0.7289 1.3166 -3.4545 -0.21
H 1.3479 0.8019 -4.2008 0.08
C 0.9210 -0.7477 3.7741 -0.13
H -2.2406 -0.1298 1.5953 0.11
C 0.8517 0.3556 2.9190 -0.59
H 0.1258 -2.7339 4.1707 0.09
H 1.8593 3.2285 -3.1068 0.07
H -0.0253 -2.1525 -2.8274 0.03
```

Summary:
Energy relative to the best compared isomer or geometry (same formula, charge and spin) (eV): 0.746
Max |F| (eV/Å): 6.58
E_tot (eV): -34626.61929
Total charge: -1


Entry 4:
Formula: C14H16BrN3O
Source: the OMol25 dataset
Level of theory: ωB97M-V/def2-TZVPD

```
35
Properties=species:S:1:pos:R:3:lowdin_charge:R:1
C 4.2765 1.2735 0.8663 -0.13
H -5.9768 -0.4802 0.2018 0.16
H 0.5873 1.0668 -1.8700 0.15
H -0.8443 -1.3996 -1.2114 0.15
O -5.1342 -3.1096 -0.0793 0.06
H 2.9918 1.4568 -1.3978 0.16
C 0.1255 0.6262 0.2100 -0.12
H 4.4266 1.9720 1.7015 0.14
H 2.4806 0.6772 2.6436 0.17
C -1.6402 -0.7874 -0.7904 0.07
C -3.6675 0.6929 0.2599 0.03
H -3.1428 -2.0107 -1.6088 0.16
H -5.7671 -0.2671 -1.5446 0.13
C 0.6784 0.5228 1.4901 0.06
C 0.9655 0.9689 -0.8529 0.06
C -2.9553 -1.1260 -0.9998 0.03
H -4.5133 1.2364 0.6791 0.17
H 6.7191 -0.2309 -0.0513 0.09
C -5.5372 -2.3005 -0.8635 -0.79
N 2.8160 1.0650 0.6298 -0.01
C -1.3287 0.3388 -0.0153 -0.11
N 4.9216 -0.0222 1.1249 -0.07
H 0.0778 0.2504 2.3562 0.15
C 2.0188 0.7582 1.6586 0.02
C 2.3005 1.1850 -0.6008 0.03
H 4.2065 -0.7304 1.2624 0.10
H -2.1791 1.9758 1.1163 0.15
H 4.7653 1.6907 -0.0217 0.13
C 5.6622 -0.5132 -0.0754 -0.09
C -2.3796 1.0913 0.5131 0.07
H 5.5547 -1.6063 -0.0892 0.09
Br -6.4073 -2.9193 -2.4927 0.80
N -3.9421 -0.3989 -0.4662 -0.01
H 5.2036 -0.1699 -1.0231 0.08
C -5.3629 -0.7766 -0.6594 -0.07
```

Summary:
Energy relative to the best compared isomer or geometry (same formula, charge and spin) (eV): 0.000
Max |F| (eV/Å): 1.56
E_tot (eV): -91321.55316
Total charge: +2